1.
Density functional theory data (ωB97M-V/def2-TZVPD) for a structure of composition C28H20ClN3OTl.

As for the total energy: -1950.949963 hartree. As for the total charge: +1. The value obtained for the largest force on an atom is 0.7 eV Å⁻¹.

```
54
Properties=species:S:1:pos:R:3:forces:R:3:mulliken_charge:R:1
Tl -0.10766 0.03746 -1.30499 -0.2 -0.1 -0.4 0.80
Cl 5.43980 4.55886 1.62193 -0.1 0.0 0.0 -0.14
C 4.40156 3.28851 1.15141 0.2 -0.1 0.0 0.22
C 4.95709 2.09566 0.64047 0.0 0.0 0.0 -0.56
C 4.13398 1.08257 0.26994 0.1 -0.1 0.0 -0.52
C 2.69419 1.18674 0.36303 -0.1 0.0 0.0 0.19
O 1.98544 0.21422 0.04364 0.2 0.1 0.2 -0.29
C 2.15018 2.44231 0.88028 0.4 0.1 0.0 0.66
C 0.73287 2.71088 1.04210 -0.6 0.1 0.1 -0.37
N -0.21321 2.07115 0.47543 0.6 -0.1 0.0 -0.06
C -1.54343 2.46382 0.64401 -0.5 0.3 0.1 0.16
C -1.94566 3.77423 0.79225 0.2 -0.2 -0.1 -0.36
C -3.30198 4.11146 0.91957 -0.2 0.0 0.0 -0.88
C -4.26571 3.14302 0.89784 0.1 0.1 0.0 -0.82
C -3.90232 1.78729 0.73640 0.2 0.0 0.0 0.66
C -4.85022 0.74014 0.72426 0.0 -0.1 0.0 -0.65
C -4.42592 -0.55296 0.60774 -0.2 0.1 0.0 -0.97
C -3.05190 -0.79899 0.45628 0.2 0.1 -0.1 0.09
N -2.14230 0.14829 0.43269 0.0 -0.1 0.1 0.04
C -2.53775 1.43867 0.59398 -0.1 0.1 0.1 0.23
C 3.02443 3.43730 1.27888 -0.5 -0.1 0.0 -0.95
H 6.03088 1.99790 0.55889 0.0 0.0 0.0 0.44
H 4.52779 0.14828 -0.10814 0.0 0.0 0.0 0.46
H 0.50603 3.54119 1.71962 0.0 0.0 0.0 0.55
H -1.21096 4.56907 0.77641 0.0 0.0 0.0 0.54
H -3.57956 5.15084 1.03042 0.0 0.0 0.0 0.40
H -5.31224 3.40052 0.99898 0.0 0.0 0.0 0.41
H -5.90374 0.97745 0.80409 0.0 0.0 0.1 0.44
H -5.12210 -1.37973 0.61627 0.0 0.0 0.0 0.43
H -2.68187 -1.81299 0.33530 0.0 0.0 0.0 0.39
H 2.62777 4.36081 1.68257 0.1 0.0 0.0 0.44
C 1.12139 -3.87121 3.32477 0.0 0.0 -0.1 -0.44
C 1.26567 -4.73920 2.24525 0.0 0.0 0.1 -0.71
C 0.94737 -4.32503 0.97012 0.0 0.1 0.0 -0.19
C 0.49689 -3.00100 0.74052 0.1 -0.3 0.3 -0.14
C 0.40079 -2.11882 1.84314 0.0 0.0 -0.2 0.12
C 0.68605 -2.56312 3.11332 0.0 0.0 0.1 -0.93
N 0.20434 -2.53449 -0.49316 0.0 0.7 -0.1 -0.01
C -0.22020 -3.35771 -1.50306 -0.2 -0.6 -0.2 0.45
C -1.09311 -4.43681 -1.25225 0.0 0.2 0.0 0.05
C -1.60675 -5.17951 -2.29783 0.0 0.0 0.0 -0.82
C -1.24782 -4.88935 -3.60795 0.0 0.0 0.0 -0.45
C -0.36609 -3.84439 -3.86915 -0.1 -0.1 -0.1 -0.71
C 0.13395 -3.07714 -2.83840 0.1 0.1 0.4 -0.47
H 1.35625 -4.20656 4.32567 0.0 0.0 0.0 0.41
H 1.63896 -5.74155 2.40883 0.0 0.0 0.0 0.40
H 1.07635 -4.98512 0.12212 0.0 0.0 0.1 0.53
H 0.06842 -1.10484 1.65274 0.0 0.0 0.1 0.36
H 0.57808 -1.89239 3.95620 0.0 0.0 0.0 0.43
H -1.39153 -4.63787 -0.23063 0.0 0.0 0.0 0.51
H -2.29282 -5.99109 -2.09305 0.0 0.0 0.0 0.38
H -1.65455 -5.47440 -4.42160 0.0 0.0 0.0 0.41
H -0.07318 -3.63515 -4.88972 0.0 0.0 0.0 0.41
H 0.84860 -2.28556 -3.02584 0.0 0.0 -0.1 0.43
```
Positions in Å, forces in eV/Å.



2.
Density functional theory data (ωB97M-V/def2-TZVPD) for a structure of composition C28H20N7O6RuS in a non-equilibrium geometry.

As for the total energy: -2405.745189 hartree. As for the total charge: +3. The value obtained for the largest force on an atom is 1.1 eV Å⁻¹.

```
63
Properties=species:S:1:pos:R:3:forces:R:3:mulliken_charge:R:1
Ru -0.48167 0.31462 -0.51328 -0.1 0.0 -0.1 0.38
C -2.41083 2.62147 3.79799 0.0 0.0 0.0 -0.78
N -1.88996 1.24729 3.62570 0.0 0.0 0.0 0.17
C -2.12552 0.20918 4.48080 0.0 0.0 0.0 -0.75
C -1.49060 -0.88395 3.97953 0.0 0.0 0.0 -0.28
N -0.86535 -0.49733 2.81633 0.0 -0.2 0.0 0.58
C -1.12946 0.80982 2.61785 0.0 0.1 0.0 0.17
S -0.80778 1.71950 1.17082 0.1 0.0 0.1 0.03
C 0.01738 -1.35270 2.06631 0.0 0.1 0.0 0.57
C 0.66704 -2.34370 2.77588 0.1 -0.1 0.0 -1.00
C 1.48387 -3.23884 2.10454 0.0 0.0 0.0 -0.71
C 1.63953 -3.08924 0.73987 0.0 0.0 0.0 -0.90
C 0.99542 -2.04227 0.11302 0.0 0.0 0.1 -0.26
N 0.18291 -1.16743 0.74613 0.1 -0.1 -0.2 0.61
H -2.90307 2.66870 4.76428 0.0 0.0 0.0 0.34
H -3.12708 2.84468 3.01139 0.0 0.0 0.0 0.36
H -1.58541 3.32760 3.77772 0.0 0.0 0.0 0.35
H -2.72243 0.31643 5.37163 0.0 0.0 0.0 0.50
H -1.46803 -1.88977 4.35950 0.0 0.0 0.0 0.61
H 0.57191 -2.41114 3.84916 0.0 0.0 0.0 0.58
H 1.99298 -4.02367 2.64832 0.0 0.0 0.0 0.48
H 2.26543 -3.75358 0.16100 0.0 0.0 0.0 0.52
H 1.12724 -1.87615 -0.94261 0.0 0.0 0.0 0.40
O -4.58610 -3.77552 -5.36782 0.0 0.0 0.0 -0.52
N -4.76436 -2.96058 -4.50165 0.0 0.1 0.0 0.94
O -5.83240 -2.55659 -4.09292 0.0 0.0 0.0 -0.55
C -3.54995 -2.34840 -3.90344 -0.1 0.0 0.1 0.01
C -2.46632 -2.27875 -4.69505 0.1 0.0 -0.1 -0.89
C -1.26704 -1.65040 -4.22637 0.0 0.0 0.0 0.82
C -0.10571 -1.51475 -5.01073 0.0 0.0 0.0 -0.59
C 0.99470 -0.88616 -4.48176 0.0 0.0 0.0 -1.11
C 0.94312 -0.41174 -3.17038 0.0 0.0 0.0 0.12
N -0.13908 -0.53987 -2.40912 -0.1 0.0 0.1 -0.17
C -1.24280 -1.13433 -2.93429 0.0 0.0 0.0 -0.06
C -2.40504 -1.20646 -2.10005 0.0 0.0 0.0 0.22
N -2.30373 -0.63191 -0.86612 0.0 0.0 0.0 0.28
C -3.34893 -0.70454 -0.05409 0.0 0.0 0.0 0.13
C -4.53139 -1.34888 -0.40519 0.0 0.0 0.0 -1.25
C -4.65609 -1.90691 -1.65266 0.0 0.0 -0.1 -0.42
C -3.57519 -1.82493 -2.55669 0.0 0.0 0.0 0.42
H -2.51068 -2.69449 -5.69375 0.0 0.0 0.0 0.59
H -0.08994 -1.90125 -6.02244 0.0 0.0 0.0 0.51
H 1.89888 -0.75651 -5.05927 0.0 0.0 0.0 0.49
H 1.79583 0.07927 -2.71846 0.0 0.0 0.0 0.43
H -3.24842 -0.22890 0.91357 0.0 0.0 0.0 0.34
H -5.34765 -1.39247 0.30165 0.0 0.0 0.0 0.47
H -5.57405 -2.39152 -1.94555 0.0 0.0 0.0 0.60
O 0.79129 2.17906 1.51867 0.0 0.1 -0.1 -0.15
C 1.71955 1.91169 0.56005 -0.2 -0.1 0.4 0.81
O 1.42640 1.16874 -0.38555 0.0 0.0 -0.2 -0.39
C 3.01136 2.52387 0.77615 0.1 0.1 -0.1 0.29
C 3.21266 3.45569 1.80391 0.0 0.0 0.0 -0.28
C 4.45743 4.03101 1.96572 0.0 0.0 0.0 -0.67
C 5.46940 3.65826 1.09965 -0.1 0.2 -0.2 -0.11
C 5.30131 2.74209 0.07622 0.0 0.0 0.0 -0.57
C 4.05681 2.17066 -0.08866 0.0 0.0 0.0 -0.54
N 6.81272 4.27795 1.27623 0.3 -0.8 0.7 1.00
O 6.94217 5.01038 2.22766 -0.1 0.3 -0.2 -0.55
O 7.68557 3.87812 0.54318 -0.1 0.3 -0.3 -0.56
H 2.40459 3.73930 2.46182 0.0 0.0 0.0 0.50
H 4.65728 4.75868 2.73893 0.0 0.0 0.0 0.53
H 6.13653 2.49908 -0.56463 0.0 0.0 0.0 0.53
H 3.89077 1.45247 -0.87866 0.0 0.0 0.0 0.40
```
Positions in Å, forces in eV/Å.



3.
Density functional theory data (ωB97M-V/def2-TZVPD) for a structure of composition C28H20N7O6RuS.

As for the total energy: -2405.681467 hartree. As for the total charge: +3. As for the multiplicity: 5. The value obtained for the largest force on an atom is 0.4 eV Å⁻¹.

```
63
Properties=species:S:1:pos:R:3:forces:R:3:mulliken_charge:R:1
Ru -0.11221 0.23262 -0.56176 -0.1 0.1 -0.3 0.73
C 0.97569 -2.55090 2.33210 0.0 0.0 0.0 -0.77
N 0.51899 -1.32749 2.99970 0.0 0.0 0.0 0.21
C 1.06173 -0.82167 4.16544 0.0 0.0 0.0 -0.85
C 0.39361 0.31142 4.47387 0.0 0.0 0.0 -0.18
N -0.55182 0.49125 3.48246 0.0 0.0 0.0 0.45
C -0.45279 -0.51602 2.59301 -0.1 0.0 0.1 0.26
S -1.53282 -0.68088 1.22919 0.1 0.0 0.1 -0.27
C -1.56946 1.47272 3.36741 0.1 0.0 0.0 1.09
C -1.78780 2.48687 4.27416 0.0 0.0 0.0 -0.79
C -2.86588 3.32947 4.02549 0.0 0.0 0.0 -0.51
C -3.66805 3.13202 2.90944 0.0 0.0 0.0 -0.67
C -3.37085 2.08846 2.04937 0.0 0.0 0.0 -0.30
N -2.33019 1.30041 2.29973 0.0 0.0 0.0 -0.24
H 1.14175 -3.31718 3.08474 0.0 0.0 0.0 0.41
H 1.89620 -2.34431 1.79049 0.0 0.0 0.0 0.27
H 0.20177 -2.88995 1.64811 0.0 0.0 0.0 0.28
H 1.86572 -1.32257 4.67803 0.0 0.0 0.0 0.58
H 0.50274 0.98203 5.30777 0.0 0.0 0.0 0.50
H -1.16547 2.61533 5.14836 0.0 0.0 0.0 0.42
H -3.08360 4.13457 4.71488 0.0 0.0 0.0 0.47
H -4.51856 3.76781 2.70802 0.0 0.0 0.0 0.45
H -3.96096 1.87202 1.16841 0.0 0.0 0.0 0.47
O -0.36934 0.51131 -8.06993 0.0 0.0 0.0 -0.52
N 0.32522 0.91705 -7.17691 0.1 -0.1 0.0 0.97
O 1.30333 1.62615 -7.27443 0.0 0.1 0.0 -0.55
C -0.01530 0.45179 -5.80657 0.0 0.0 0.0 -0.02
C -0.64805 -0.73375 -5.71121 0.0 0.0 0.0 -0.96
C -0.96526 -1.28608 -4.42837 0.0 0.0 0.0 0.81
C -1.62271 -2.51909 -4.25019 0.0 0.0 0.0 -0.36
C -1.89051 -2.96308 -2.97581 0.0 0.0 0.0 -1.19
C -1.50740 -2.18662 -1.88610 0.0 0.0 0.0 0.17
N -0.87932 -1.01629 -2.02303 0.1 0.0 0.0 -0.07
C -0.60972 -0.57128 -3.28925 0.0 0.0 0.0 0.01
C 0.04594 0.68794 -3.40880 0.0 0.0 0.0 0.37
N 0.33376 1.32207 -2.23405 0.0 0.0 0.0 -0.18
C 0.90147 2.52624 -2.25805 0.0 0.0 0.0 -0.30
C 1.21367 3.15167 -3.46083 0.0 0.0 0.0 -1.10
C 0.94874 2.52157 -4.65458 0.0 0.0 0.0 -0.33
C 0.35171 1.23722 -4.65380 0.0 0.0 0.0 0.43
H -0.91360 -1.26682 -6.61552 0.0 0.0 0.0 0.59
H -1.91440 -3.10574 -5.11295 0.0 0.0 0.0 0.53
H -2.39697 -3.90193 -2.80272 0.0 0.0 0.0 0.45
H -1.71431 -2.51737 -0.87727 0.0 0.0 0.0 0.46
H 1.10219 2.99122 -1.30184 0.0 0.0 0.0 0.63
H 1.66533 4.13333 -3.44374 0.0 0.0 0.0 0.46
H 1.19510 3.00182 -5.58937 0.0 0.0 0.0 0.61
O 1.82877 -0.18173 0.24842 0.1 0.0 0.1 -0.89
C 1.80737 0.93709 0.88053 0.0 -0.1 0.0 1.53
O 0.71934 1.61033 0.74458 0.0 0.0 0.0 -0.78
C 2.91357 1.39543 1.70302 0.0 0.0 0.0 0.43
C 4.07673 0.62425 1.78056 0.0 0.0 0.0 -0.51
C 5.12520 1.05191 2.57479 0.0 0.0 0.0 -0.67
C 4.97689 2.23975 3.26794 0.0 0.0 0.0 0.00
C 3.84147 3.02970 3.19843 0.0 0.0 0.0 -0.80
C 2.79613 2.60045 2.40348 0.0 0.0 0.0 -0.36
N 6.09960 2.69627 4.13729 0.0 0.0 0.0 1.00
O 7.07340 1.98454 4.17661 0.0 0.0 0.0 -0.56
O 5.92888 3.73174 4.73570 0.0 0.0 0.0 -0.56
H 4.16032 -0.29177 1.21134 0.0 0.0 0.0 0.56
H 6.04729 0.49512 2.66267 0.0 0.0 0.0 0.56
H 3.80538 3.95570 3.75431 0.0 0.0 0.0 0.54
H 1.89698 3.19569 2.31299 0.0 0.0 0.0 0.57
```
Positions in Å, forces in eV/Å.



4.
Density functional theory data (ωB97M-V/def2-TZVPD) for a structure of composition C28H21Br2N3O4S5Ta in a non-equilibrium geometry.

As for the total energy: -8740.997929 hartree. As for the total charge: -1. The value obtained for the largest force on an atom is 1.7 eV Å⁻¹.

```
64
Properties=species:S:1:pos:R:3:forces:R:3:mulliken_charge:R:1
Ta -0.03532 0.42000 -0.44178 0.2 -0.6 1.5 0.60
S 1.60677 -0.97781 1.12713 0.0 0.2 0.1 -0.03
S 0.79660 -2.46659 2.28546 0.1 -0.1 -0.3 -0.10
S 0.50294 -1.50947 4.06410 -0.1 0.1 0.0 -0.12
S -1.14911 -0.35305 3.74757 -0.2 -0.2 0.0 -0.01
C 4.98636 -0.65339 -3.50304 0.0 0.0 0.0 -0.49
C 4.51145 0.26861 -2.58347 -0.1 0.0 0.0 -1.12
C 3.26856 0.09049 -1.98959 0.2 0.0 0.0 0.52
C 2.50692 -1.01868 -2.31286 -0.6 0.0 0.2 -0.20
C 2.97397 -1.95201 -3.23015 0.1 0.0 -0.1 -0.53
C 4.21146 -1.76192 -3.82331 0.0 0.0 0.0 -0.62
N 1.20859 -1.19190 -1.66722 0.5 0.0 -0.7 1.27
N 0.69734 -2.30076 -1.89604 -0.5 0.0 0.4 -1.03
C -0.51049 -2.51975 -1.19426 0.6 -0.1 -0.6 0.27
C -1.18001 -3.70855 -1.48149 -0.1 -0.1 0.3 -0.31
C -2.32136 -3.99843 -0.76260 0.0 0.1 0.0 -0.70
C -2.75467 -3.09705 0.21481 -0.1 0.0 0.0 -0.85
C -2.08469 -1.90799 0.45397 0.1 -0.1 -0.1 -0.58
C -0.92736 -1.58353 -0.26132 -0.3 0.2 0.0 0.81
H 5.95343 -0.51253 -3.96973 0.0 0.0 0.0 0.39
H 5.10133 1.13658 -2.31690 0.0 0.0 0.0 0.45
H 2.91341 0.81854 -1.27977 0.0 0.0 0.1 0.48
H 2.36966 -2.81409 -3.46765 0.0 0.0 0.0 0.43
H 4.57314 -2.49203 -4.53687 0.0 0.0 0.0 0.38
H -0.78790 -4.36962 -2.24413 0.0 0.0 0.0 0.48
H -2.87392 -4.91043 -0.94970 0.0 0.0 0.0 0.37
H -3.64591 -3.32466 0.78940 0.0 0.0 0.0 0.44
H -2.46121 -1.22638 1.20571 0.0 0.0 0.0 0.25
Br -4.60440 1.79575 -2.23942 0.1 0.0 0.0 -0.20
C -3.91209 2.12135 -0.51803 -0.2 0.1 0.2 -0.31
C -4.61665 2.92396 0.38365 0.1 0.0 0.1 -0.36
C -4.06729 3.16226 1.63171 -0.1 0.1 -0.1 0.06
Br -5.01909 4.34379 2.79188 0.0 0.0 0.0 -0.28
C -2.86287 2.60505 2.06207 0.1 0.0 0.1 1.08
C -2.12480 2.92428 3.27693 -0.1 0.0 -0.1 -1.03
C -0.99328 2.27118 3.53793 0.1 0.0 -0.1 -1.11
C -0.53041 1.10202 2.71686 0.0 0.3 0.2 -0.49
N -1.02753 1.09427 1.36811 0.0 -0.1 0.3 0.69
C -2.21773 1.74111 1.16965 -0.1 0.0 0.1 0.15
C -2.71797 1.57351 -0.12178 0.6 -0.6 -0.3 -0.10
O -1.86858 0.85271 -0.87039 -0.4 0.8 -0.8 -0.21
H -5.55534 3.37246 0.09639 0.0 0.0 0.0 0.42
H -2.48375 3.70617 3.93238 0.0 0.0 0.0 0.33
H -0.41536 2.49323 4.42619 0.0 0.0 0.0 0.53
H 0.55270 0.99025 2.72360 0.0 0.0 0.0 0.62
C 2.65436 4.38694 1.13600 -0.1 0.0 0.0 -0.57
C 1.33432 4.41441 0.69602 0.0 0.0 0.0 -0.78
C 0.68388 3.23217 0.38686 0.0 0.0 0.0 -0.91
C 1.30294 1.97542 0.50253 0.5 0.1 -0.4 1.02
C 2.62796 1.98286 0.93451 0.0 0.1 0.2 -0.11
C 3.29473 3.16715 1.25287 0.0 -0.1 0.0 -0.90
H 3.16935 5.30632 1.38840 0.0 0.0 0.0 0.37
H 0.80954 5.35803 0.59990 0.0 0.0 0.0 0.44
H -0.34746 3.30707 0.04443 0.0 0.0 0.0 0.20
H 3.16440 1.05173 1.07902 0.0 0.0 -0.1 0.42
H 4.32063 3.12447 1.60295 0.0 0.0 0.0 0.41
C 0.82319 1.68009 -4.65578 0.3 -0.1 -0.2 -1.06
S -0.18626 1.47744 -3.24043 0.6 -0.6 0.9 1.12
O -1.08422 2.58936 -3.20126 -0.1 0.1 -0.1 -0.61
O -0.71220 0.12207 -3.21054 -0.3 0.2 -0.5 -0.57
O 0.82230 1.48528 -2.06185 -1.1 0.6 -0.6 -0.71
H 0.15902 1.61974 -5.51614 0.0 0.0 0.0 0.40
H 1.57246 0.89103 -4.68801 0.0 0.0 0.0 0.24
H 1.29221 2.66010 -4.60160 0.0 0.0 0.0 0.33
```
Positions in Å, forces in eV/Å.